(1)
{"formula": "C17H26Cl2N2O2", "method": "the ωB97M-V functional and the def2-TZVPD basis", "species": ["C", "C", "Cl", "C", "Cl", "C", "C", "N", "C", "O", "C", "O", "C", "C", "C", "C", "C", "C", "H", "H", "H", "H", "H", "H", "H", "H", "H", "H", "H", "H", "H", "H", "H", "H", "H", "H", "H", "H", "H", "C", "C", "C", "N", "C", "H", "H", "H", "H", "H"], "xyz": [[-3.664, 0.795, -0.974], [-2.275, 1.190, -1.390], [-2.044, 1.205, -3.107], [-1.264, 1.475, -0.566], [0.297, 1.898, -1.167], [-1.384, 1.433, 0.919], [-1.039, 2.693, 1.737], [-1.104, 2.174, 3.135], [-1.059, 0.741, 3.080], [-1.365, 0.016, 3.982], [-0.566, 0.378, 1.672], [0.799, 0.700, 1.614], [1.624, -0.173, 2.387], [3.020, -0.233, 1.765], [3.523, 1.157, 1.377], [4.014, -1.016, 2.661], [3.381, -2.295, 3.227], [4.580, -0.193, 3.823], [-3.997, 1.343, -0.090], [-3.711, -0.272, -0.741], [-4.368, 0.996, -1.777], [-2.408, 1.221, 1.248], [-1.846, 3.418, 1.616], [-0.070, 3.132, 1.519], [-0.304, 2.447, 3.697], [-0.768, -0.637, 1.321], [1.687, 0.199, 3.419], [1.165, -1.165, 2.399], [2.932, -0.819, 0.841], [3.915, 1.718, 2.225], [2.732, 1.749, 0.917], [4.326, 1.077, 0.639], [4.836, -1.330, 2.010], [4.151, -2.954, 3.629], [2.712, -2.047, 4.057], [2.781, -2.827, 2.486], [5.140, -0.848, 4.493], [5.241, 0.608, 3.494], [3.762, 0.238, 4.408], [-2.759, -2.465, -5.920], [-3.376, -2.784, -7.162], [-3.975, -1.642, -7.623], [-3.743, -0.651, -6.710], [-3.003, -1.142, -5.668], [-2.199, -3.133, -5.287], [-3.379, -3.740, -7.657], [-4.541, -1.453, -8.519], [-4.068, 0.294, -6.789], [-2.716, -0.511, -4.843]], "nbo_charge": [-0.6565, -0.0126, 0.0100, -0.0615, 0.0332, -0.2802, -0.2151, -0.6557, 0.6639, -0.5293, 0.0143, -0.5475, -0.0646, -0.2303, -0.6170, -0.2052, -0.6102, -0.6139, 0.2253, 0.2332, 0.2392, 0.2327, 0.2005, 0.2144, 0.3951, 0.1991, 0.1669, 0.1857, 0.2029, 0.2018, 0.2304, 0.2114, 0.2009, 0.2136, 0.2023, 0.2066, 0.2121, 0.2115, 0.1991, -0.2968, -0.3094, -0.0788, -0.5060, -0.0843, 0.2180, 0.2201, 0.2087, 0.4091, 0.2130], "homo_lumo_gap_ev": 8.80, "homo_ev": -8.238, "smiles": "C/C(Cl)=C(/Cl)[C@@H]1CNC(=O)[C@@H]1OC[C@@H](C)C(C)C.c1cc[nH]c1", "multiplicity": 1}

---

(2)
{"formula": "C17H26Cl8O5S", "method": "the ωB97M-V functional and the def2-TZVPD basis", "species": ["C", "C", "C", "C", "C", "C", "C", "O", "O", "O", "C", "O", "O", "C", "S", "H", "H", "H", "H", "H", "H", "H", "H", "H", "H", "Cl", "C", "C", "Cl", "H", "H", "H", "H", "Cl", "C", "C", "Cl", "H", "H", "H", "H", "Cl", "C", "C", "Cl", "H", "H", "H", "H", "Cl", "C", "C", "Cl", "H", "H", "H", "H"], "xyz": [[-2.593, -0.081, 2.616], [-1.796, 0.163, 1.749], [-0.834, 0.773, 0.790], [-1.274, 2.244, 0.649], [-1.078, 3.015, 1.991], [0.084, 4.027, 1.829], [0.240, 4.899, 3.058], [0.538, 4.484, 4.135], [0.060, 6.257, 2.894], [0.502, 0.642, 1.222], [1.335, 0.294, 0.207], [2.501, 0.442, 0.257], [0.598, -0.234, -0.857], [-0.751, 0.128, -0.616], [-1.917, -1.150, -1.171], [-3.106, -0.127, 3.549], [-2.335, 2.263, 0.401], [-0.683, 2.731, -0.131], [-1.983, 3.610, 2.141], [-0.906, 2.339, 2.824], [-0.131, 4.637, 0.949], [1.017, 3.480, 1.671], [-0.794, 6.410, 2.474], [-0.942, 0.964, -1.298], [-3.094, -0.753, -0.646], [3.859, -1.628, -5.131], [3.954, -0.810, -3.548], [3.269, 0.531, -3.559], [4.123, 1.718, -4.578], [5.004, -0.718, -3.280], [3.469, -1.461, -2.823], [3.234, 0.934, -2.548], [2.249, 0.453, -3.928], [-5.085, -3.720, -1.054], [-3.975, -4.661, -0.022], [-4.043, -4.232, 1.421], [-3.385, -2.590, 1.646], [-2.971, -4.546, -0.423], [-4.266, -5.707, -0.112], [-3.446, -4.905, 2.034], [-5.065, -4.241, 1.795], [3.102, -6.687, -8.201], [3.979, -5.194, -7.777], [3.182, -3.955, -8.095], [2.993, -3.706, -9.850], [4.929, -5.202, -8.304], [4.177, -5.235, -6.707], [3.697, -3.079, -7.705], [2.190, -3.995, -7.654], [-0.753, 0.583, 7.583], [-1.118, 2.093, 6.707], [-0.775, 3.321, 7.511], [-1.844, 3.527, 8.923], [-2.172, 2.077, 6.439], [-0.525, 2.083, 5.793], [-0.894, 4.206, 6.889], [0.251, 3.288, 7.869]], "nbo_charge": [-0.1674, -0.0557, 0.1486, -0.4030, -0.3890, -0.5206, 0.7965, -0.5494, -0.7022, -0.4839, 0.9798, -0.5439, -0.4934, -0.0349, -0.0125, 0.2508, 0.2359, 0.2119, 0.2040, 0.2354, 0.2100, 0.2518, 0.4833, 0.1871, 0.1606, -0.0774, -0.3806, -0.3909, -0.0617, 0.2258, 0.2287, 0.2343, 0.2214, -0.0644, -0.3860, -0.3930, -0.0560, 0.2272, 0.2247, 0.2248, 0.2232, -0.0622, -0.3869, -0.3869, -0.0609, 0.2230, 0.2244, 0.2255, 0.2236, -0.0633, -0.3880, -0.3856, -0.0663, 0.2152, 0.2307, 0.2316, 0.2263], "homo_lumo_gap_ev": 9.81, "homo_ev": -9.811, "smiles": "C#C[C@@]1(CCCC(=O)O)OC(=O)O[C@H]1S.ClCCCl.ClCCCl.ClCCCl.ClCCCl", "multiplicity": 1}

---

(3)
{"formula": "C17H26ClFeO2P2", "method": "the ωB97M-V functional and the def2-TZVPD basis", "species": ["C", "C", "H", "H", "H", "O", "Cl", "Fe", "P", "C", "C", "H", "H", "H", "H", "H", "H", "C", "H", "H", "H", "P", "C", "C", "H", "H", "H", "C", "H", "H", "H", "H", "H", "H", "C", "O", "C", "C", "C", "C", "C", "C", "C", "C", "H", "H", "H", "H", "H"], "xyz": [[-1.592, -1.392, -3.413], [-0.477, -0.613, -2.788], [-1.517, -1.305, -4.501], [-2.571, -1.006, -3.092], [-1.513, -2.449, -3.126], [0.315, 0.088, -3.431], [0.397, 2.548, 0.986], [0.104, 1.031, -0.437], [2.927, 0.690, -1.201], [3.278, -0.593, -2.388], [2.070, 2.051, -1.991], [2.632, 2.961, -1.748], [5.298, 0.841, -1.082], [1.013, 2.197, -1.639], [4.499, 2.385, -0.626], [2.533, -0.545, -3.191], [2.062, 1.866, -3.070], [4.465, 1.294, -0.531], [4.293, -0.444, -2.777], [4.513, 1.009, 0.526], [3.203, -1.561, -1.880], [-2.021, 0.636, 0.036], [-2.886, -0.969, 0.106], [-2.497, 1.258, 1.694], [-2.747, 2.680, -1.014], [-4.091, 1.489, -0.908], [-2.817, 1.318, -2.165], [-3.025, 1.625, -1.132], [-2.173, 2.299, 1.796], [-3.585, 1.178, 1.817], [-3.934, -0.794, 0.386], [-2.407, -1.601, 0.864], [-1.996, 0.660, 2.464], [-2.842, -1.486, -0.860], [-0.256, -0.836, -1.317], [-0.042, -1.981, -0.948], [1.928, 0.038, 0.066], [1.261, -0.353, 1.058], [0.648, -0.814, 2.250], [0.659, -0.023, 3.420], [-0.052, -0.422, 4.548], [-0.773, -1.621, 4.538], [-0.761, -2.433, 3.399], [-0.048, -2.043, 2.270], [1.221, 0.913, 3.413], [-0.036, 0.210, 5.438], [-1.338, -1.927, 5.420], [-1.305, -3.378, 3.381], [-0.016, -2.676, 1.381]], "mulliken_spin": [0.0440, 0.1497, 0.0053, -0.0029, -0.0007, 0.0451, 0.2618, 3.6241, 0.0236, -0.0011, 0.0392, -0.0003, -0.0002, 0.0225, 0.0007, 0.0037, 0.0026, -0.0009, -0.0005, -0.0006, -0.0013, 0.1069, -0.0074, 0.0426, -0.0013, 0.0042, -0.0004, 0.0234, 0.0015, 0.0032, 0.0018, 0.0013, -0.0020, 0.0017, 0.1818, 0.3526, 0.0114, 0.0064, 0.0132, 0.0236, -0.0036, 0.0208, -0.0072, 0.0130, 0.0005, 0.0002, 0.0003, 0.0001, -0.0026], "homo_lumo_gap_ev": [6.43, 5.85], "total_charge": 2, "homo_ev": [-13.953, -15.298], "multiplicity": 6, "de_lowest_kj_mol": 0.0}

---

(4)
{"formula": "C17H26F6IrN2P2Se2SiTe2", "method": "the ωB97M-V functional and the def2-TZVPD basis", "species": ["Ir", "Se", "Te", "Te", "Se", "C", "C", "C", "C", "C", "C", "N", "N", "Si", "C", "C", "C", "H", "H", "H", "H", "H", "H", "H", "H", "H", "H", "H", "H", "H", "H", "H", "C", "P", "C", "C", "C", "C", "C", "C", "C", "H", "H", "H", "H", "H", "H", "H", "H", "H", "H", "H", "F", "P", "F", "F", "F", "F", "F"], "xyz": [[0.115, 1.000, -0.790], [4.062, 0.273, 0.544], [4.989, 2.103, -0.710], [3.098, 3.072, -2.396], [1.208, 3.169, -0.839], [-3.913, 0.015, -1.299], [-2.845, -1.021, -1.204], [-3.165, -2.375, -1.088], [-2.140, -3.312, -1.059], [-0.833, -2.902, -1.208], [-0.576, -1.528, -1.355], [-1.580, -0.631, -1.289], [0.637, -0.964, -1.540], [1.901, -1.817, -2.395], [2.961, -2.899, -1.231], [1.114, -2.853, -3.802], [3.034, -0.547, -3.240], [-4.876, -0.443, -1.502], [-3.668, 0.716, -2.093], [-3.988, 0.603, -0.387], [-4.198, -2.681, -1.032], [-2.366, -4.361, -0.937], [-0.017, -3.602, -1.196], [2.408, -3.719, -0.785], [3.379, -2.300, -0.424], [3.790, -3.326, -1.785], [0.695, -3.788, -3.445], [1.843, -3.097, -4.569], [0.309, -2.300, -4.280], [3.836, -0.241, -2.575], [2.480, 0.336, -3.552], [3.497, -0.978, -4.123], [0.363, -1.330, 1.897], [-0.136, 0.417, 1.605], [-1.938, 0.359, 1.946], [0.531, 1.177, 3.125], [-0.226, 2.047, 3.903], [0.270, 2.508, 5.111], [1.526, 2.120, 5.545], [2.299, 1.282, 4.755], [1.811, 0.822, 3.546], [1.421, -1.456, 1.670], [-0.209, -1.973, 1.235], [0.168, -1.606, 2.933], [-2.127, 0.081, 2.983], [-2.378, -0.384, 1.284], [-2.402, 1.321, 1.726], [-1.204, 2.365, 3.575], [-0.330, 3.167, 5.720], [1.908, 2.468, 6.494], [3.283, 0.977, 5.078], [2.431, 0.184, 2.927], [-1.768, 2.208, -1.765], [-2.355, 3.737, -1.359], [-1.409, 3.641, -0.013], [-3.240, 3.703, -2.689], [-2.855, 5.191, -0.955], [-3.528, 3.023, -0.512], [-1.095, 4.350, -2.182]], "mulliken_spin": [-0.0213, 0.5689, 0.3886, 0.0224, 0.0056, 0.0004, 0.0124, -0.0117, 0.0044, -0.0081, 0.0097, -0.0164, 0.0495, -0.0007, 0.0063, 0.0036, 0.0213, 0.0001, 0.0004, -0.0002, -0.0005, 0.0002, -0.0001, 0.0028, 0.0073, -0.0016, -0.0001, 0.0002, 0.0002, -0.0211, 0.0012, 0.0016, 0.0027, -0.0202, 0.0016, -0.0192, -0.0018, 0.0012, -0.0002, -0.0032, 0.0115, -0.0014, 0.0012, 0.0002, 0.0007, -0.0007, 0.0004, 0.0003, 0.0000, 0.0000, 0.0007, 0.0108, -0.0105, 0.0021, -0.0014, -0.0002, -0.0001, 0.0000, 0.0003], "homo_lumo_gap_ev": [5.84, 5.61], "homo_ev": [-7.871, -7.901], "multiplicity": 2, "de_lowest_kj_mol": 383.9}